Below is a 3-piece molecular cluster, C27H48ClFN6O9P overall, with properties calculated with ωB97M-V with the def2-TZVPD basis set.

Structure (XYZ):
```
93
Properties=species:S:1:pos:R:3:forces:R:3:lowdin_charge:R:1
C -3.603 0.035 -1.935 0.676 -0.154 -0.467 -0.112
C -2.039 0.137 -2.498 -0.485 -0.857 0.688 -0.241
C -1.003 -0.436 -1.363 1.052 -0.335 -0.876 -0.219
C -1.292 -2.029 -0.945 1.100 0.863 1.220 -0.114
C 0.130 -2.532 -0.227 1.805 -2.151 -1.418 -0.019
C 1.211 -3.493 -0.998 -1.439 2.659 3.937 -0.006
C 1.157 -4.158 -2.536 0.936 0.146 -0.163 -0.180
C 2.438 -3.858 -3.445 -2.331 -1.790 -1.749 -0.021
C 2.484 -4.405 -4.979 -4.719 -0.931 3.546 0.006
C 1.118 -5.223 -5.326 1.456 1.737 3.163 -0.022
C -0.002 -5.408 -4.193 0.672 0.319 -0.270 -0.090
N -0.093 -4.923 -2.788 5.851 1.373 -4.908 0.050
N 2.303 -3.595 0.053 -3.489 2.893 3.405 -0.215
P 3.880 -4.472 -0.094 2.310 0.202 -1.235 0.672
O 5.060 -3.260 0.448 -3.072 -0.601 -0.984 -0.357
Cl 3.935 -6.209 1.127 -0.194 2.050 -0.225 0.221
C 1.934 -2.828 1.341 -1.828 0.762 -1.642 0.021
C 2.829 -2.701 2.748 3.244 -4.977 3.608 -0.152
O 3.483 -3.763 3.289 -4.413 6.745 -4.432 -0.018
N 2.959 -1.394 3.539 -1.768 -2.840 1.433 0.118
C 3.668 -1.657 4.882 7.435 1.596 1.024 -0.166
O 4.956 -1.242 4.993 -10.189 -3.532 -0.313 0.047
F 2.909 -2.299 6.010 2.325 2.346 -4.207 0.009
N 0.590 -2.157 1.166 2.737 -3.203 -4.855 0.032
C -0.249 -1.286 2.074 -0.898 0.335 0.855 -0.084
O -0.806 -2.173 3.135 4.018 3.221 0.044 -0.162
O -1.784 -2.908 2.622 -2.222 -2.943 -2.409 -0.040
H -4.279 0.799 -2.549 1.391 -1.923 1.648 0.060
H -3.936 -1.074 -2.130 0.333 2.269 0.374 0.085
H -3.660 0.219 -0.766 0.081 -0.125 -2.480 0.086
H -1.958 -0.604 -3.428 -0.094 1.953 1.880 0.122
H -1.751 1.237 -2.800 -0.530 -2.347 0.573 0.119
H 0.081 -0.455 -1.861 -2.251 0.112 1.056 0.121
H -0.893 0.250 -0.408 -0.527 -1.371 -1.888 0.109
H -2.119 -2.120 -0.117 1.444 0.119 -1.767 0.112
H -1.565 -2.680 -1.889 0.882 1.193 2.102 0.127
H 3.346 -3.244 -3.016 -2.187 -1.367 -0.859 0.093
H 3.356 -4.216 -5.736 -1.900 -0.411 1.753 0.112
H 0.967 -5.688 -6.397 0.200 1.006 2.561 0.109
H -0.951 -6.056 -4.527 2.354 1.645 0.873 0.125
H 4.845 -2.427 -0.099 0.521 -1.678 1.080 0.081
H 1.992 -1.076 3.843 1.195 -0.295 -0.777 0.124
H 0.414 -0.415 2.490 -1.266 -1.999 -0.355 0.163
H -1.179 -0.783 1.551 2.169 -1.375 0.460 0.158
H -1.390 -3.723 2.157 -0.354 1.477 1.085 0.153
C 2.560 5.067 8.778 0.238 0.006 0.288 -0.113
O 3.257 4.013 9.428 -0.579 -0.210 -0.319 -0.195
C 2.712 2.710 9.164 0.549 -0.161 0.050 -0.197
C 3.625 1.913 8.217 -0.462 0.546 -0.074 -0.205
N 3.597 2.457 6.856 0.101 0.142 0.119 -0.059
C 4.673 1.971 5.986 0.055 0.194 0.127 -0.195
C 6.132 2.196 6.436 -0.014 0.083 -0.526 -0.208
O 6.554 3.559 6.403 -0.133 -0.460 0.227 -0.180
C 6.129 4.337 7.512 0.231 0.231 -0.271 -0.096
H 2.883 6.011 9.225 0.020 -0.176 0.002 0.093
H 2.800 5.101 7.713 -0.167 0.055 -0.133 0.068
H 1.478 4.975 8.913 0.039 -0.017 -0.068 0.088
H 1.680 2.764 8.790 0.247 0.125 -0.079 0.120
H 2.684 2.191 10.127 0.002 0.013 -0.076 0.120
H 3.296 0.869 8.192 0.007 0.012 0.005 0.119
H 4.630 1.942 8.638 0.085 -0.097 0.216 0.097
H 3.668 3.471 6.903 -0.056 -0.319 0.048 0.063
H 4.540 2.468 5.018 0.117 -0.054 0.065 0.120
H 4.518 0.900 5.810 0.153 0.145 0.150 0.077
H 6.773 1.674 5.715 -0.084 0.115 0.044 0.122
H 6.354 1.744 7.408 -0.132 0.114 0.112 0.112
H 6.116 3.764 8.444 -0.118 -0.014 -0.066 0.090
H 5.149 4.770 7.307 -0.107 0.009 0.270 0.065
H 6.827 5.171 7.634 0.000 -0.183 -0.089 0.093
C -6.238 -0.051 -9.085 0.234 0.211 -0.201 -0.113
O -5.877 1.321 -9.009 -0.571 -0.161 0.204 -0.198
C -6.865 2.144 -8.368 0.397 0.314 0.189 -0.194
C -6.401 2.571 -6.966 -0.303 -0.580 -0.275 -0.203
N -6.398 1.442 -6.031 0.339 0.006 -0.092 -0.053
C -5.665 1.688 -4.785 0.076 -0.106 -0.270 -0.199
C -4.176 2.083 -4.880 -0.146 -0.240 0.313 -0.222
O -3.316 1.032 -5.323 -0.157 0.402 0.029 -0.206
C -3.315 0.823 -6.727 0.215 -0.283 0.116 -0.088
H -5.559 -0.540 -9.789 -0.039 0.151 0.065 0.091
H -6.127 -0.543 -8.116 -0.165 -0.156 0.058 0.067
H -7.262 -0.176 -9.451 0.036 -0.017 0.090 0.090
H -7.852 1.660 -8.344 0.281 -0.067 0.090 0.123
H -6.958 3.044 -8.985 -0.002 -0.055 0.068 0.121
H -7.070 3.349 -6.585 0.017 -0.040 -0.011 0.124
H -5.405 3.003 -7.074 0.095 0.222 -0.140 0.095
H -5.976 0.636 -6.487 -0.191 0.257 0.088 0.064
H -5.731 0.764 -4.198 0.037 0.112 -0.025 0.107
H -6.200 2.457 -4.216 0.093 0.058 -0.054 0.121
H -3.843 2.324 -3.863 0.013 -0.020 -0.120 0.097
H -4.012 2.992 -5.466 -0.055 -0.087 -0.166 0.114
H -3.415 1.755 -7.289 -0.125 -0.071 0.041 0.092
H -4.101 0.116 -6.997 -0.054 0.128 -0.257 0.068
H -2.362 0.359 -7.002 -0.047 0.108 0.147 0.090
```
Positions in Å, forces in eV/Å.

Properties
LUMO = -5.2 eV
Net charge = +1
E_HOMO = -0.3692 hartree
Frontier orbital gap = 4.87 eV
Calculated total energy = -80646.405 eV